Below is a molecular structure, C4H16FN8NiO4 at a distorted geometry, with properties calculated with the ωB97M-V functional and the def2-TZVPD basis.

Spin multiplicity = 3
E_LUMO (alpha / beta) = -4.6528 / -8.1814 eV
Charge = +1
HOMO level (alpha / beta) = -12.1 / -12.1 eV
Orbital gap (alpha / beta) = 7.5 / 3.9 eV
Energy relative to the best compared isomer or geometry (same formula, charge and spin) = 68.2 kcal per mole

Geometry as XYZ:
```
34
Properties=species:S:1:pos:R:3:forces:R:3:mulliken_spin:R:1
Ni -1.791208 -3.019533 -0.343135 0.4 0.5 -0.3 0.992
F -0.425582 -1.706608 -0.618876 -0.2 -0.2 0.3 -0.004
C -0.382332 0.764300 2.866707 -0.9 0.4 0.7 -0.002
O 0.215203 1.669217 2.272950 0.4 -0.6 -0.4 0.006
N -0.663958 0.876687 4.189880 0.2 0.0 0.1 0.001
N -0.862156 -0.359512 2.255986 0.6 0.2 0.2 0.001
H -0.206357 1.604885 4.709478 0.0 0.1 -0.1 0.000
H -1.176791 0.196121 4.720638 0.0 -0.1 -0.1 0.000
H -1.469082 -0.974250 2.766296 0.0 -0.1 -0.1 0.002
H -0.908083 -0.338285 1.250820 -0.4 -0.1 0.0 0.000
C 1.450406 1.372059 -0.613867 1.9 0.7 1.0 -0.074
O 0.907785 1.421591 -1.750212 -0.5 -0.4 -0.1 0.686
N 1.372435 0.229253 0.104686 -0.5 0.3 -1.0 0.352
N 2.178215 2.389748 -0.129417 -1.0 -1.0 -0.7 -0.017
H 0.865992 -0.525249 -0.365129 -0.1 -0.4 0.3 -0.018
H 1.331204 0.307502 1.117443 -0.1 0.1 0.1 -0.022
H 2.433981 2.329021 0.842738 0.3 0.5 0.0 0.001
H 2.247537 3.203830 -0.717068 0.1 0.3 0.5 -0.001
C -2.921809 1.120047 -1.053948 0.2 -0.1 -0.2 -0.005
O -3.282817 0.341710 -1.909616 -0.2 -0.3 0.1 0.011
N -1.713373 0.956500 -0.375747 -0.4 0.6 0.1 0.055
N -3.621474 2.218513 -0.664308 0.0 0.0 0.0 0.004
H -1.367779 1.814435 0.030405 0.5 -0.3 0.1 -0.003
H -1.073875 0.290116 -0.777774 -0.1 0.0 -0.2 0.005
H -3.301415 2.824511 0.068711 -0.1 0.0 0.0 0.000
H -4.538474 2.360004 -1.046785 0.0 0.0 -0.1 0.000
C 2.501719 -2.804774 -2.440388 0.2 -0.2 1.0 -0.002
O 3.442098 -3.102747 -3.134680 0.1 -0.1 -0.3 0.007
N 2.605671 -2.701276 -1.054771 -0.1 0.4 -0.8 0.025
N 1.223695 -2.600550 -2.867047 -0.2 -0.1 -0.3 0.000
H 1.772788 -2.513829 -0.529322 0.2 -0.3 0.4 0.000
H 3.510068 -2.849860 -0.651275 0.0 0.0 0.2 -0.001
H 1.047758 -2.752647 -3.842968 0.0 0.3 -0.1 0.000
H 0.600008 -2.040928 -2.310405 -0.2 -0.2 -0.2 0.001
```
Positions in Å, forces in eV/Å.

Below is 5 unconnected molecules or ions with the total composition C4H16FN8O4 at a distorted geometry, with properties calculated with the ωB97M-V functional and the def2-TZVPD basis.

Spin multiplicity = 1
E_LUMO = 3.0709 eV
Charge = -1
HOMO level = -6.8 eV
Orbital gap = 9.8 eV
Energy relative to the best compared isomer or geometry (same formula, charge and spin) = 50.2 kcal per mole

Geometry as XYZ:
```
33
Properties=species:S:1:pos:R:3:forces:R:3:mulliken_charge:R:1
F 19.500920 17.394810 -14.891930 0.3 -0.3 0.3 -0.950
C 22.867850 17.643220 -14.958890 1.2 -0.1 -2.2 0.500
O 24.004530 17.974930 -15.176940 2.6 0.3 0.7 -0.718
N 22.209050 16.807080 -15.728340 -1.9 -3.2 -2.4 -0.188
N 22.050680 18.177580 -14.112560 0.0 1.9 2.9 -0.281
H 21.210160 16.956400 -15.730250 -0.1 -0.5 -0.3 0.144
H 22.612530 16.061030 -16.276720 0.1 0.7 0.1 0.186
H 21.079660 17.923240 -14.224460 -0.6 0.6 0.9 0.143
H 22.549470 18.939990 -13.676610 -1.2 0.3 0.5 0.237
C 18.417630 14.253280 -15.999660 -2.0 0.0 -1.4 0.566
O 17.943990 13.314290 -16.607370 0.2 -1.5 -0.2 -0.724
N 19.508860 14.907950 -16.196840 6.1 0.0 -2.4 -0.043
N 17.759190 15.046530 -15.210840 -5.0 1.5 4.3 -0.209
H 20.196250 14.530460 -16.833300 0.0 0.2 0.2 0.154
H 19.685060 15.757230 -15.679360 0.0 0.2 -0.5 -0.169
H 16.812510 14.839910 -14.925850 0.3 -0.3 -0.2 0.181
H 18.167660 15.827290 -14.717220 0.0 -0.1 -0.4 0.080
C 20.831040 20.784810 -16.362320 -0.7 0.1 -3.4 0.571
O 21.168870 21.483590 -17.307980 0.4 0.2 -0.4 -0.738
N 20.914160 21.061540 -15.134390 2.1 4.5 7.5 -0.276
N 20.180370 19.663180 -16.388120 -2.1 -4.3 -3.5 -0.215
H 20.501920 20.532720 -14.379070 0.1 0.1 -0.5 0.199
H 21.250450 21.979380 -14.880230 0.1 -0.2 0.0 0.190
H 19.986530 19.065090 -15.597670 -0.1 -0.2 -0.2 0.052
H 20.057920 19.247700 -17.300530 -0.1 -0.2 0.2 0.186
C 20.236110 15.139410 -12.135110 -1.6 0.2 2.8 0.512
O 20.391050 14.583560 -11.053550 0.4 -0.2 0.4 -0.736
N 19.360420 16.137070 -12.334420 -0.9 0.9 0.0 -0.229
N 20.832820 14.798380 -13.242400 1.8 -1.2 -2.0 -0.252
H 18.849510 16.561160 -11.573360 0.3 -0.3 -0.4 0.167
H 19.341280 16.479320 -13.284470 -0.5 1.0 0.2 0.154
H 21.631680 14.194210 -13.112360 -0.2 0.2 -0.6 0.198
H 20.665040 15.374050 -14.055140 0.8 -0.5 0.0 0.309
```
Positions in Å, forces in eV/Å.

Below is a molecular structure, C4H16FN8O4Ti at a distorted geometry, with properties calculated with the ωB97M-V functional and the def2-TZVPD basis.

Spin multiplicity = 4
E_LUMO (alpha / beta) = -1.5395 / -2.7452 eV
HOMO level (alpha / beta) = -7.6 / -7.4 eV
Orbital gap (alpha / beta) = 6.0 / 4.7 eV
Energy relative to the best compared isomer or geometry (same formula, charge and spin) = 752.4 kcal per mole

Geometry as XYZ:
```
34
Properties=species:S:1:pos:R:3:forces:R:3:mulliken_spin:R:1
Ti -2.471739 0.385948 -0.404714 -14.0 4.5 -1.2 2.965
F -0.983854 -0.176761 -0.366039 -4.3 -6.1 -5.8 0.141
C -0.294094 -2.593788 0.774103 1.6 -1.4 6.7 0.024
O -0.122997 -3.683922 1.256237 1.2 -2.1 1.5 0.007
N -0.104579 -1.432335 1.436333 -0.1 -2.7 1.9 0.025
N -0.893451 -2.489638 -0.304248 -3.9 1.2 -7.6 0.030
H -0.258019 -0.545926 0.977155 1.0 -3.0 3.4 -0.129
H 0.587774 -1.534847 2.164512 -0.2 0.5 0.1 -0.003
H -0.854390 -1.543607 -0.655808 -0.7 -3.8 -0.6 -0.103
H -1.439378 -3.255473 -0.672439 0.6 0.2 -0.2 0.009
C 1.203875 -0.870964 -1.461268 4.3 -1.1 2.8 0.031
O 2.267160 -1.356713 -1.614462 3.5 -2.4 -2.8 0.004
N 0.997656 -0.322934 -0.294587 3.6 -0.3 -0.9 0.000
N 0.238931 -0.644083 -2.308900 -4.0 -3.7 -3.2 -0.026
H 0.062237 0.017585 -0.123906 8.6 -1.6 -1.4 -0.126
H 1.645712 -0.056618 0.432878 1.6 -2.2 -1.3 -0.008
H 0.258021 -0.950836 -3.270993 0.1 -0.3 0.4 0.003
H -0.620819 -0.560869 -1.785446 0.3 -0.4 -3.1 -0.010
C 1.072639 2.309066 -1.140368 0.5 1.4 -2.9 0.003
O 1.953802 3.119474 -1.124254 1.6 1.9 1.0 0.026
N 0.744482 1.604874 -2.211305 -0.3 2.3 -1.7 0.005
N 0.342428 1.889278 -0.129259 0.8 15.3 -10.6 -0.101
H 1.028317 1.993306 -3.099376 0.3 -0.6 0.1 -0.003
H 0.493256 0.649660 -2.000243 0.1 2.0 -2.0 -0.047
H -0.519089 1.362761 -0.155364 2.2 7.8 -6.3 -0.175
H 0.460039 2.372344 0.749899 0.0 2.6 -2.0 -0.010
C -0.241234 1.003648 2.301075 -4.1 -2.5 -2.1 -0.004
O 0.539673 1.266172 3.095690 5.4 2.5 5.8 0.016
N 0.016103 0.897150 1.045262 -0.3 -7.1 17.9 0.039
N -1.484462 0.578813 2.520096 -3.1 0.7 2.0 0.004
H 0.985352 0.958444 0.767961 -0.8 -0.9 3.3 -0.015
H -0.748980 0.733487 0.406557 -0.7 -0.1 8.0 0.393
H -1.988935 0.158275 1.752788 -0.4 -0.3 1.2 0.033
H -1.871436 0.719027 3.442434 -0.4 -0.3 -0.4 0.001
```
Positions in Å, forces in eV/Å.

Below is a molecular structure, C4H16FeN8O8S at a distorted geometry, with properties calculated with the ωB97M-V functional and the def2-TZVPD basis.

Spin multiplicity = 9
E_LUMO (alpha / beta) = -0.0184 / -3.5294 eV
HOMO level (alpha / beta) = -2.6 / -7.9 eV
Orbital gap (alpha / beta) = 2.5 / 4.4 eV
Energy relative to the best compared isomer or geometry (same formula, charge and spin) = 79.4 kcal per mole

Geometry as XYZ:
```
38
Properties=species:S:1:pos:R:3:forces:R:3:mulliken_spin:R:1
Fe -0.553394 -0.346133 0.322801 -0.1 -0.6 1.0 3.815
S -2.393312 -2.074494 1.217829 -2.8 -5.8 -0.4 0.125
O -2.989017 -1.990823 2.491221 -0.1 1.4 2.7 0.022
O -3.058634 -3.196840 0.524838 1.4 1.5 -0.7 0.010
O -2.433093 -0.797820 0.501327 -0.8 4.2 -2.6 0.188
O -0.916678 -2.212618 1.200456 3.0 0.1 0.4 0.236
C -0.217568 2.296673 -1.582042 1.2 0.9 0.6 2.129
O -0.283924 1.189750 -1.095493 -0.6 -2.1 0.8 -1.550
N 0.592736 3.266532 -1.294249 2.5 2.2 1.5 0.187
N -0.919063 2.720309 -2.600444 -4.3 -0.9 -3.6 -0.025
H 0.320143 4.103353 -1.789741 1.0 0.3 0.8 -0.074
H 1.326118 3.289083 -0.600167 -0.1 -0.3 0.1 -0.168
H -1.838963 2.313983 -2.694172 0.0 -0.1 -0.2 -0.028
H -0.836720 3.631901 -3.027426 0.1 -0.3 0.3 -0.035
C 2.403508 -1.240693 0.726687 0.3 1.9 2.5 1.551
O 1.402679 -0.521332 0.756303 -1.9 0.3 -0.9 -0.782
N 2.955033 -1.782502 -0.291703 -0.6 -1.6 -4.7 -0.226
N 3.114706 -1.324193 1.802681 2.1 -0.4 3.4 -0.177
H 2.251135 -1.892421 -1.007626 0.6 -0.2 -0.7 -0.068
H 3.877910 -2.183671 -0.378127 -0.5 0.1 0.3 0.000
H 4.019833 -1.770799 1.765376 -0.2 0.1 0.3 -0.085
H 2.894478 -0.773353 2.620096 -0.1 0.0 -0.2 -0.117
C -0.370051 -1.645363 -2.690555 -0.7 -1.7 3.5 0.735
O -0.254560 -1.516844 -1.434580 0.0 -0.4 -1.4 -0.320
N -0.120144 -0.745791 -3.551874 1.1 4.6 -2.4 -0.160
N -0.771189 -2.754936 -3.282236 -0.1 -2.3 0.9 -0.105
H -0.042587 -1.000488 -4.526144 -0.1 0.5 0.2 -0.001
H -0.261606 0.202555 -3.234510 0.5 0.2 -0.4 0.010
H -0.888810 -3.511998 -2.624121 -0.5 -0.4 -0.6 -0.003
H -1.166026 -2.706003 -4.210574 0.0 -0.5 0.5 0.003
C -0.626447 1.577457 2.936658 -1.4 3.1 -0.7 2.964
O -0.637808 1.027297 1.826226 0.4 -3.2 -4.0 -0.774
N -1.689614 1.668538 3.732618 -3.1 -0.1 2.3 0.109
N 0.507539 1.797790 3.621249 1.6 0.3 0.8 0.982
H -1.657066 2.066204 4.660471 0.2 -0.2 -0.1 -0.013
H -2.580490 1.263515 3.482826 0.1 -0.1 -0.3 -0.007
H 0.475357 1.626292 4.616061 0.8 -0.6 1.4 -0.216
H 1.365585 1.947884 3.110058 1.3 0.2 -0.4 -0.133
```
Positions in Å, forces in eV/Å.

Below is a gas-phase ion, C4H16N10P (charge +1) at a distorted geometry, with properties calculated with the ωB97M-V functional and the def2-TZVPD basis.

Spin multiplicity = 1
E_LUMO = -2.2627 eV
Charge = +1
HOMO level = -11.7 eV
SMILES = CN=P(N=C(N)N)(N=C(N)N)[NH+]=C(N)N
Orbital gap = 9.4 eV
Energy relative to the best compared isomer or geometry (same formula, charge and spin) = 37.7 kcal per mole

Geometry as XYZ:
```
31
Properties=species:S:1:pos:R:3:forces:R:3:mulliken_charge:R:1
C 0.230805 -2.552361 -0.404163 -1.6 1.1 -0.3 0.486
C 2.508733 0.760114 0.591197 -0.1 0.1 2.4 0.601
C -2.501769 0.378018 0.637458 0.4 0.6 0.2 0.570
C -0.626558 2.372765 -1.476796 2.2 1.6 1.3 -0.647
N -0.403692 -1.482544 -0.916667 1.9 -2.9 -1.3 -0.410
N 1.383726 0.249098 0.979539 -3.3 -1.4 -1.6 -0.871
N -0.236230 0.981303 -1.582856 0.1 0.4 -0.1 -0.328
N 0.170104 -3.669548 -1.104331 0.0 -1.4 -0.7 -0.392
N 0.765805 -2.514187 0.801673 0.3 2.6 0.2 -0.364
N 3.361796 1.300733 1.574448 0.0 -0.6 -1.1 -0.531
N 2.862743 0.818577 -0.657411 1.9 0.6 -1.2 -0.307
N -3.240699 0.782750 1.689414 -3.0 0.1 -1.3 -0.407
N -2.916360 0.269814 -0.635236 -0.3 -0.2 0.8 -0.338
N -1.210492 0.095191 0.796395 -0.4 0.6 0.6 -0.053
P -0.049039 -0.047282 -0.464264 1.7 2.9 2.1 -0.204
H 0.044686 3.056675 -0.722430 -1.5 -1.7 -1.5 0.183
H -1.662948 2.490586 -1.175376 -0.2 0.0 0.2 0.169
H -0.509981 2.869290 -2.440772 0.0 -0.1 0.0 0.306
H -0.188357 -3.567840 -2.056540 0.1 -0.4 0.7 0.257
H 0.435324 -4.581826 -0.711549 -0.2 0.9 -0.6 0.208
H 1.044671 -1.439087 1.069119 0.1 -2.8 0.4 0.409
H 1.150017 -3.379194 1.091037 1.0 -0.2 0.9 0.193
H 3.062615 0.996828 2.483484 0.0 0.1 0.3 0.262
H 4.387522 1.268981 1.455214 -1.1 -0.1 -0.2 0.258
H 2.239764 0.531150 -1.363993 -0.7 -0.1 -0.8 0.207
H 3.560610 1.480862 -0.896713 0.6 0.4 -0.5 0.234
H -4.294425 0.842395 1.535132 2.1 0.0 0.1 0.279
H -3.066117 0.444410 2.610501 0.7 -0.1 0.4 0.272
H -3.548318 0.860031 -1.160267 -0.3 -0.1 0.7 0.306
H -2.080919 0.013689 -1.123883 -0.2 0.0 -1.7 0.316
H -0.673012 0.370609 1.578626 -0.1 0.3 1.7 0.336
```
Positions in Å, forces in eV/Å.